No. 1
Molecular formula: C6H14N3
Method: DFT, ωB97M-V/def2-TZVPD

Element x y z (Å)
C 1.592 3.817 2.205
C 0.536 3.800 1.610
C 0.362 -2.151 0.424
C -1.836 -1.491 -0.283
C -0.115 -1.637 -1.990
C -0.135 0.095 -0.171
N 1.075 2.023 -0.734
N 0.605 0.817 -0.922
N -0.462 -1.252 -0.563
H 2.556 3.510 2.584
H 1.036 2.530 0.186
H -0.358 4.077 1.165
H -0.139 -3.209 0.226
H 1.434 -2.179 0.221
H 0.184 -1.921 1.455
H -2.331 -2.530 -0.335
H -2.070 -0.906 0.593
H -2.516 -1.013 -0.992
H -0.043 -2.683 -1.921
H -0.873 -1.296 -2.705
H 0.866 -1.167 -2.192
H -0.618 0.373 0.806
H 1.790 2.137 -1.422

Atomic forces in eV per Å
-0.4357 -1.2025 -0.8130
1.8703 0.7249 1.4925
-1.7236 -2.9942 -1.7994
-4.2751 -0.4766 -0.2912
0.8048 1.6106 0.6135
0.3856 3.3064 0.4392
-0.4587 -0.0583 0.7033
-0.9608 -2.1456 0.5687
2.2091 -1.6333 0.1341
-0.3921 0.5423 0.1037
0.3190 -0.7260 -1.1803
-1.1966 0.1655 -0.5347
1.4639 1.9739 0.5736
-0.3264 0.3376 -0.3641
-0.3381 0.6328 0.3296
1.8752 1.0995 0.6592
-0.2863 -0.7330 0.8419
0.6558 0.4803 -0.5558
0.0686 -1.3663 -0.5085
0.1947 -0.0081 0.4709
-0.6173 -0.4243 -0.1138
0.7229 -0.1488 -0.9200
0.4409 1.0431 0.1508

Output
- Spin multiplicity: 1
- Energy above the lowest of the compared OMol25 structures with the same formula, charge and spin: 495.3 kJ/mol
- Charge: +1
- E_HOMO: -0.4758 Eh

No. 2
Molecular formula: C42H49IrN4O8P2Te
Method: DFT, ωB97M-V/def2-TZVPD

Element x y z (Å)
Ir -1.039 -2.486 -0.323
O -0.005 -5.012 2.579
P -1.529 -4.814 2.056
O -2.469 -5.275 3.087
O -1.611 -3.387 1.536
O -1.514 -5.787 0.756
P -1.883 -5.340 -0.764
O -1.618 -6.720 -1.539
O -3.276 -4.896 -0.897
O -0.753 -4.397 -1.193
H -0.051 -5.499 3.409
H -0.672 -6.875 -1.625
C 2.296 1.059 -1.892
C 3.365 0.386 -2.710
C 4.102 1.115 -3.640
C 5.127 0.539 -4.374
C 5.438 -0.801 -4.193
C 4.699 -1.556 -3.297
C 3.672 -0.974 -2.562
N 2.953 -1.771 -1.636
C 1.583 -1.885 -1.636
N 1.001 -1.650 -2.819
C -0.366 -1.434 -3.096
C -1.338 -1.750 -2.156
C -2.662 -1.533 -2.554
C -2.986 -1.016 -3.796
C -1.982 -0.695 -4.698
C -0.655 -0.903 -4.362
C 0.444 -0.575 -5.341
N 0.946 -2.203 -0.546
C 1.791 -2.436 0.605
C 2.156 -1.352 1.390
C 3.010 -1.513 2.468
C 3.522 -2.769 2.750
C 3.190 -3.842 1.940
C 2.334 -3.705 0.850
C 2.052 -4.883 -0.030
H 2.544 2.108 -1.734
H 2.185 0.587 -0.914
H 1.320 1.015 -2.382
H 3.875 2.167 -3.767
H 5.687 1.138 -5.080
H 6.239 -1.261 -4.756
H 4.902 -2.611 -3.162
H 3.452 -2.230 -0.891
H 1.641 -1.510 -3.582
H -3.468 -1.797 -1.885
H -4.025 -0.866 -4.062
H -2.225 -0.286 -5.672
H 0.021 -0.176 -6.262
H 1.031 -1.459 -5.615
H 1.141 0.173 -4.949
H 1.748 -0.380 1.152
H 3.267 -0.661 3.084
H 4.189 -2.912 3.591
H 3.601 -4.822 2.152
H 2.665 -5.732 0.275
H 2.256 -4.661 -1.081
H 1.005 -5.161 0.028
C -3.798 -1.537 0.644
C -2.829 -0.380 0.436
O -3.283 0.769 0.373
N -1.518 -0.679 0.446
Te -0.519 1.296 0.803
C -0.234 3.445 0.368
C -0.703 3.972 -0.835
C -1.621 3.219 -1.768
C -0.368 5.284 -1.180
C 0.409 6.081 -0.356
C 0.765 7.492 -0.741
C 0.861 5.539 0.843
C 0.561 4.234 1.215
C 1.079 3.715 2.531
C -1.605 1.572 2.620
C -2.573 2.579 2.769
C -2.993 3.529 1.681
C -3.226 2.696 3.994
C -2.980 1.839 5.054
C -3.720 1.975 6.358
C -2.052 0.830 4.866
C -1.358 0.676 3.669
C -0.412 -0.490 3.581
H -4.763 -1.286 0.209
H -3.903 -1.681 1.721
H -3.458 -2.501 0.250
H -1.708 2.162 -1.520
H -1.284 3.310 -2.803
H -2.628 3.639 -1.714
H -0.738 5.690 -2.117
H 0.255 7.790 -1.657
H 1.840 7.595 -0.907
H 0.488 8.197 0.045
H 1.469 6.149 1.505
H 1.743 4.443 2.998
H 1.629 2.780 2.396
H 0.261 3.499 3.222
H -3.029 3.016 0.722
H -2.318 4.382 1.598
H -3.991 3.910 1.903
H -3.974 3.475 4.106
H -4.368 2.851 6.353
H -3.027 2.071 7.196
H -4.340 1.097 6.547
H -1.856 0.124 5.668
H 0.072 -0.663 4.544
H 0.364 -0.333 2.841
H -0.942 -1.398 3.288

Atomic forces in eV per Å
0.1986 0.1423 -0.5275
0.0151 -0.0370 -0.0171
0.0437 0.1882 -0.0587
-0.0045 -0.0427 0.0113
0.2567 -0.1817 0.2913
-0.0948 0.0056 -0.0541
0.1114 -0.0357 0.0996
-0.0336 0.0025 -0.0113
-0.0110 0.0563 -0.0022
-0.0457 -0.0782 0.0422
-0.0002 0.0003 0.0153
0.0092 0.0004 -0.0054
0.0521 -0.0118 -0.0049
0.0043 0.0107 0.0092
0.0069 0.0118 0.0116
0.0063 -0.0247 0.0021
-0.0005 0.0173 -0.0161
-0.0327 -0.0126 0.0030
-0.0141 0.0662 0.0053
0.0944 -0.1517 -0.1843
0.0216 0.0381 -0.0135
0.0602 0.0458 0.0048
-0.0499 0.0563 -0.0771
0.0533 0.0467 0.0636
0.0141 -0.0065 -0.0604
0.0064 -0.0077 0.0288
-0.0114 -0.0114 -0.0174
0.0238 -0.0162 -0.0164
-0.0001 0.0000 0.0176
-0.1778 -0.1257 0.3393
-0.0107 -0.1250 -0.0376
-0.0671 -0.0617 0.1083
-0.0224 0.0712 0.0071
0.0387 -0.0385 0.0094
-0.0053 0.0164 0.0163
-0.0480 0.0999 -0.0180
0.0231 -0.0174 -0.0145
-0.0318 0.0145 -0.0103
0.0108 0.0246 -0.0243
-0.0180 -0.0136 -0.0062
0.0014 0.0015 -0.0008
0.0024 -0.0007 -0.0020
0.0002 0.0009 -0.0023
0.0038 0.0005 0.0056
-0.0136 0.0755 0.0180
0.0054 0.0157 0.0117
-0.0243 -0.0248 0.0580
-0.0012 -0.0007 0.0013
0.0011 0.0047 -0.0009
-0.0016 0.0063 0.0011
-0.0034 0.0000 -0.0051
0.0091 -0.0017 0.0104
-0.0100 0.0529 -0.0119
-0.0022 0.0014 -0.0114
-0.0114 -0.0033 0.0038
-0.0037 -0.0040 -0.0042
0.0069 0.0127 -0.0107
-0.0155 0.0057 0.0001
-0.0862 -0.0261 0.0039
0.1007 0.0350 -0.0604
0.1451 -0.2853 0.0597
-0.3488 0.1304 -0.0275
-0.4275 0.2307 0.4102
0.3600 -0.0614 -0.1106
0.0751 0.0106 0.0933
-0.0418 -0.0443 -0.0025
0.0065 0.0037 -0.0011
0.0135 0.0224 0.0020
-0.0029 -0.0059 -0.0195
-0.0035 -0.0050 0.0028
0.0298 -0.0028 0.0304
-0.0115 0.0608 -0.0404
0.0042 -0.0041 -0.0185
-0.0576 -0.0141 -0.1621
0.0105 -0.0186 0.0210
0.0137 -0.0265 -0.0235
0.0000 0.0063 0.0084
-0.0152 0.0185 -0.0027
0.0003 -0.0058 0.0025
0.0401 0.0157 -0.0065
0.0045 0.0093 0.0690
0.0007 -0.0234 -0.0325
-0.0040 -0.0137 -0.0271
-0.0255 -0.0186 -0.0100
-0.1025 -0.0213 -0.0516
-0.0082 0.0033 -0.0229
0.0065 -0.0040 0.0001
-0.0037 -0.0025 -0.0029
-0.0035 0.0009 0.0000
-0.0001 -0.0001 0.0001
0.0005 0.0012 0.0002
0.0009 0.0014 -0.0009
0.0008 0.0028 -0.0026
-0.0039 -0.0041 0.0064
0.0046 -0.0043 0.0031
-0.0115 -0.0017 0.0010
0.0017 -0.0022 -0.0081
0.0234 0.0069 0.0061
0.0002 -0.0052 -0.0093
-0.0001 -0.0003 -0.0025
0.0004 -0.0016 0.0005
0.0010 0.0003 0.0009
-0.0041 0.0008 0.0021
-0.0064 0.0027 0.0087
-0.0486 -0.0237 0.0075
0.0662 0.0394 -0.0200
-0.0078 -0.0345 -0.0440

Output
- Spin multiplicity: 2
- Expectation value of S²: 0.761
- Energy above the lowest of the compared OMol25 structures with the same formula, charge and spin: 119.8 kJ/mol
- Charge: -1
- E_HOMO (spin up / spin down): -0.1467 / -0.1758 Eh

No. 3
Molecular formula: C12H20O3
Method: DFT, ωB97M-V/def2-TZVPD

Element x y z (Å)
C 0.832 0.623 -1.849
C -1.164 -1.554 0.438
C -1.449 -0.213 1.061
C 0.445 0.221 -0.427
C 0.063 -1.514 -0.388
C 1.357 -0.988 0.242
C -0.709 0.908 0.260
C 0.177 -2.252 -1.663
C 1.493 -1.039 1.823
C 2.691 -1.174 -0.434
C -2.693 2.328 -0.493
C -0.211 1.912 1.261
O 1.599 -0.021 -2.567
O 0.018 3.165 0.666
O -1.494 1.549 -0.701
H 0.423 1.611 -2.202
H -1.270 -2.366 1.122
H -1.933 -1.676 -0.377
H -2.507 0.096 1.093
H -1.074 0.021 2.116
H 0.176 -1.571 -2.582
H -0.492 -3.086 -1.688
H 1.207 -2.669 -1.791
H 0.553 -0.859 2.214
H 2.156 -0.208 2.094
H 1.982 -1.941 2.227
H 2.651 -1.896 -1.176
H 3.347 -1.318 0.397
H 3.031 -0.196 -0.864
H -3.269 1.953 -1.282
H -2.589 3.435 -0.526
H -3.061 2.083 0.436
H 0.636 1.488 1.837
H -1.072 2.055 1.950
H 0.154 3.094 -0.230

Atomic forces in eV per Å
-2.3658 1.7253 2.5116
-1.6066 0.4828 -2.0376
0.4851 2.3163 1.4160
2.0797 0.1577 -2.1308
1.8885 -2.0442 0.5608
-2.3152 2.1924 0.5600
0.0621 -0.6721 0.5544
1.4287 0.4144 -1.1076
1.6218 0.3669 -2.2120
-0.0300 3.0529 1.1838
2.4064 0.2522 -0.2998
-0.7418 0.8440 0.7169
1.6112 -0.7287 -1.2946
0.0638 0.5323 3.7262
0.2858 0.2780 -1.5953
0.1532 -0.6993 0.5820
0.1322 -0.8089 0.5062
0.1689 -0.2095 1.0061
0.2740 -0.5212 -0.1228
-0.6415 -1.2325 -1.1349
-0.8115 -0.9544 1.2412
-0.7772 -0.3127 -0.3634
-0.8766 0.0830 0.2879
-1.5353 -0.0011 1.3403
-0.1452 -0.0711 0.0586
-0.4916 0.0610 -0.5179
0.5683 -1.3175 -1.1583
0.8870 -0.9250 0.1229
-0.3007 -1.0463 0.1583
-1.4785 -0.0526 -0.9477
0.5083 -0.7619 -0.1911
-1.4124 -0.4995 2.1171
-0.2565 0.5231 -0.3196
0.5952 0.1320 0.0263
0.5665 -0.5560 -3.2431

Output
- Spin multiplicity: 3
- Expectation value of S²: 2.008
- Energy above the lowest of the compared OMol25 structures with the same formula, charge and spin: 0.0 kJ/mol
- E_HOMO (spin up / spin down): -0.1743 / -0.3097 Eh